(1)
C2H3BiO2 as an isolated structure in a non-equilibrium geometry. Source: the Open Molecules 2025 dataset; level of theory: ωB97M-V with the def2-TZVPD basis set.

Its HOMO energy (spin up / spin down) is -24.21 / -28.84 eV. For the largest force on an atom, the calculation gives 6.09 eV/Å. As for the molecular weight: 268.02 g mol⁻¹. The LUMO energy (spin up / spin down) comes out at -18.885 / -18.861 eV. The multiplicity is 2. For the frontier orbital gap (spin up / spin down), the calculation gives 5.33 / 9.97 eV. Its net charge is +3.

Cartesian coordinates (Å):
H (1.541, 0.226, -0.251)
C (0.573, 0.871, -0.271)
O (0.371, 1.988, 0.180)
O (-0.417, 0.000, -0.110)
C (-0.079, -1.350, 0.001)
H (-0.821, -1.912, 0.556)
H (0.614, -1.729, -0.744)
Bi (-1.782, 1.906, 0.640)

(2)
A 5-piece molecular cluster, C2H13NO4 overall in a non-equilibrium geometry. Source: the Open Molecules 2025 dataset; level of theory: ωB97M-V with the def2-TZVPD basis set.

Its HOMO energy is -8.35 eV. For the largest force on an atom, the calculation gives 4.85 eV/Å. As for the molecular weight: 115.13 g mol⁻¹. The energy above the lowest of the compared OMol25 structures with the same formula, charge and spin is 65.24 kcal/mol. The LUMO energy comes out at 0.295 eV. For the frontier orbital gap, the calculation gives 8.64 eV. Its net charge is 0.

Cartesian coordinates (Å):
C (-2.809, -2.875, 6.101)
C (-1.990, -2.593, 5.158)
N (-2.343, -1.762, 4.115)
H (-3.745, -2.552, 6.156)
H (-2.348, -3.535, 6.772)
H (-0.931, -2.739, 5.013)
H (-3.286, -1.709, 3.763)
H (-1.659, -1.738, 3.235)
O (-1.017, -0.587, -4.825)
H (-1.298, -0.798, -5.772)
H (-1.869, -0.187, -4.476)
O (6.040, 1.948, -2.143)
H (6.419, 1.303, -2.741)
H (5.814, 1.443, -1.269)
O (0.641, 2.029, 0.208)
H (-0.013, 2.731, -0.227)
H (0.155, 1.276, 0.503)
O (0.235, 2.536, -5.416)
H (-0.037, 2.561, -4.469)
H (0.791, 1.676, -5.446)

(3)
A 2-piece molecular cluster, Cl3OPS overall in a non-equilibrium geometry. Source: the Open Molecules 2025 dataset; level of theory: ωB97M-V with the def2-TZVPD basis set.

Its HOMO energy (spin up / spin down) is -9.25 / -9.25 eV. For the largest force on an atom, the calculation gives 1.94 eV/Å. As for the molecular weight: 185.40 g mol⁻¹. The energy above the lowest of the compared OMol25 structures with the same formula, charge and spin is 46.46 kcal/mol. The LUMO energy (spin up / spin down) comes out at -1.464 / -1.465 eV. For the frontier orbital gap (spin up / spin down), the calculation gives 7.78 / 7.78 eV. Its net charge is 0.

Cartesian coordinates (Å):
Cl (0.561, 2.016, -0.628)
P (-1.170, 1.360, -1.287)
Cl (-1.139, -0.546, -0.407)
Cl (-2.477, 2.213, -0.013)
O (1.441, -2.685, 0.943)
S (2.785, -2.358, 1.391)

(4)
C36H36IO5OsP2 as an isolated structure in a non-equilibrium geometry. Source: the Open Molecules 2025 dataset; level of theory: ωB97M-V with the def2-TZVPD basis set.

Its HOMO energy (spin up / spin down) is -9.30 / -10.10 eV. For the largest force on an atom, the calculation gives 5.00 eV/Å. As for the molecular weight: 927.76 g mol⁻¹. The energy above the lowest of the compared OMol25 structures with the same formula, charge and spin is 49.41 kcal/mol. The LUMO energy (spin up / spin down) comes out at -2.403 / -4.687 eV. The multiplicity is 5. For the frontier orbital gap (spin up / spin down), the calculation gives 6.89 / 5.41 eV. Its net charge is +1.

Cartesian coordinates (Å):
Os (0.300, -0.556, -1.094)
O (0.313, 2.278, 2.533)
C (-0.056, 2.149, 1.362)
O (-0.334, 0.836, 0.833)
C (-0.139, 3.196, 0.315)
C (1.161, 3.213, -0.511)
C (1.296, 4.479, -1.328)
C (0.231, 4.289, -2.414)
C (-0.382, 2.935, -2.072)
O (0.834, 2.243, -1.613)
C (-1.251, 3.059, -0.796)
C (-2.355, 2.007, -0.551)
O (-3.526, 2.085, -0.946)
O (-1.846, 0.336, -2.490)
H (-0.238, 4.181, 0.818)
H (2.054, 2.940, 0.063)
H (1.143, 5.410, -0.742)
H (2.305, 4.516, -1.783)
H (-0.495, 5.112, -2.489)
H (0.719, 4.183, -3.399)
H (-0.829, 2.421, -2.926)
H (-1.776, 4.043, -0.881)
C (-0.250, -1.576, 2.187)
C (-1.507, -1.404, 1.307)
P (-1.781, 0.205, 0.364)
C (-3.227, 0.648, 1.462)
C (-4.346, -0.166, 1.494)
C (-5.393, 0.107, 2.375)
C (-5.355, 1.235, 3.195)
C (-4.236, 2.056, 3.143)
C (-3.180, 1.755, 2.292)
C (-1.909, -0.563, -1.413)
C (-2.718, -1.745, -1.483)
C (-3.565, -2.223, -2.474)
C (-3.950, -1.625, -3.664)
C (-3.572, -0.341, -4.113)
C (-2.694, 0.529, -3.541)
C (0.819, -2.490, 1.552)
P (1.833, -1.539, 0.340)
C (2.867, -0.518, 1.447)
C (3.195, 0.768, 1.054)
C (3.862, 1.598, 1.943)
C (4.324, 1.121, 3.159)
C (4.053, -0.193, 3.526)
C (3.380, -1.027, 2.650)
C (3.100, -2.747, -0.227)
C (4.413, -2.307, -0.428)
C (5.448, -3.195, -0.720)
C (5.181, -4.550, -0.846)
C (3.877, -5.002, -0.666)
C (2.849, -4.116, -0.367)
H (-0.567, -2.060, 3.127)
H (0.213, -0.629, 2.488)
H (-2.397, -1.575, 1.920)
H (-1.475, -2.257, 0.613)
H (-4.434, -1.025, 0.816)
H (-6.241, -0.558, 2.399)
H (-6.192, 1.458, 3.851)
H (-4.169, 2.954, 3.744)
H (-2.315, 2.413, 2.289)
H (-2.513, -2.455, -0.685)
H (-3.935, -3.228, -2.281)
H (-4.567, -2.222, -4.332)
H (-4.062, 0.005, -5.020)
H (-2.593, 1.542, -3.955)
H (0.317, -3.296, 0.986)
H (1.453, -2.975, 2.315)
H (2.880, 1.124, 0.071)
H (4.013, 2.650, 1.671)
H (4.883, 1.768, 3.826)
H (4.355, -0.577, 4.496)
H (3.231, -2.070, 2.919)
H (4.628, -1.238, -0.319)
H (6.464, -2.806, -0.801)
H (5.979, -5.254, -1.093)
H (3.613, -6.059, -0.779)
H (1.845, -4.510, -0.251)
I (1.856, -0.511, -3.640)
C (0.450, -1.836, -2.443)
H (1.015, -2.753, -2.257)
H (-0.381, -2.069, -3.117)

(5)
C35H63BrClF8INO10PS3 as an isolated structure in a non-equilibrium geometry. Source: the Open Molecules 2025 dataset; level of theory: ωB97M-V with the def2-TZVPD basis set.

Its HOMO energy is -8.52 eV. For the largest force on an atom, the calculation gives 3.36 eV/Å. As for the molecular weight: 1179.31 g mol⁻¹. The LUMO energy comes out at -0.389 eV. For the frontier orbital gap, the calculation gives 8.13 eV. Its net charge is 0.

Cartesian coordinates (Å):
C (1.608, 3.312, 1.338)
C (0.969, 1.922, 1.250)
C (0.543, 1.272, 2.583)
I (0.761, 2.527, 4.306)
C (-0.851, 0.551, 2.595)
Cl (-0.714, -0.537, 4.022)
O (-1.057, -0.136, 1.365)
C (-1.831, -1.293, 1.381)
F (-2.693, -1.380, 2.394)
P (-3.010, -1.155, -0.153)
S (-4.623, -2.214, -0.067)
C (-1.099, -2.668, 1.323)
F (-2.044, -3.603, 1.458)
F (-0.265, -2.821, 2.354)
C (-0.318, -3.091, 0.026)
F (-1.164, -3.566, -0.887)
F (0.444, -4.132, 0.403)
C (0.684, -2.146, -0.652)
F (1.346, -2.902, -1.529)
F (0.110, -1.170, -1.333)
F (1.545, -1.696, 0.247)
C (-1.960, 1.557, 2.881)
C (-1.932, 2.836, 2.055)
C (-2.360, 2.699, 0.586)
C (-3.839, 2.812, 0.336)
S (-4.375, 4.544, 0.418)
C (-5.849, 4.510, -0.532)
S (-7.003, 5.575, -0.158)
N (-5.873, 3.549, -1.549)
C (-6.637, 2.343, -1.172)
C (-8.038, 2.259, -1.753)
O (-8.112, 2.667, -3.095)
C (-7.706, 4.022, -3.168)
C (-6.239, 4.080, -2.870)
O (-3.256, 0.965, 2.694)
C (-4.178, 1.264, 3.683)
Br (-3.794, 0.333, 5.373)
C (-5.553, 0.859, 3.177)
C (-5.971, -0.581, 3.417)
C (-7.060, -0.995, 2.402)
C (-6.680, -2.264, 1.690)
O (-6.729, -3.355, 2.593)
C (-5.543, -4.097, 2.643)
H (2.464, 3.342, 1.988)
H (1.970, 3.523, 0.343)
H (0.890, 4.083, 1.563)
H (0.159, 2.024, 0.551)
H (1.708, 1.309, 0.778)
H (1.230, 0.469, 2.749)
H (-2.237, -1.304, -1.309)
H (-3.336, 0.203, -0.085)
H (-1.919, 1.847, 3.914)
H (-2.639, 3.505, 2.526)
H (-0.985, 3.345, 2.083)
H (-1.888, 3.515, 0.057)
H (-1.936, 1.799, 0.174)
H (-4.437, 2.269, 1.042)
H (-4.062, 2.468, -0.664)
H (-6.711, 2.327, -0.095)
H (-6.096, 1.449, -1.448)
H (-8.752, 2.794, -1.136)
H (-8.335, 1.222, -1.726)
H (-7.877, 4.367, -4.176)
H (-8.276, 4.620, -2.473)
H (-5.839, 5.077, -2.955)
H (-5.713, 3.487, -3.604)
H (-4.191, 2.326, 3.883)
H (-5.600, 1.002, 2.106)
H (-6.286, 1.516, 3.614)
H (-5.144, -1.249, 3.263)
H (-6.415, -0.682, 4.390)
H (-7.207, -0.239, 1.639)
H (-8.008, -1.147, 2.894)
H (-7.344, -2.442, 0.851)
H (-5.668, -2.166, 1.322)
H (-5.621, -4.810, 3.447)
H (-5.385, -4.656, 1.730)
H (-4.679, -3.479, 2.853)
C (6.825, 1.086, 0.095)
O (7.122, 2.385, -0.377)
C (6.253, 2.918, -1.359)
C (5.836, 4.330, -1.017)
O (4.993, 4.454, 0.115)
C (5.532, 4.099, 1.378)
C (6.653, 4.973, 1.898)
O (7.848, 4.841, 1.151)
C (8.452, 6.054, 0.757)
H (7.362, 0.330, -0.478)
H (7.151, 1.029, 1.134)
H (5.751, 0.876, 0.064)
H (5.363, 2.293, -1.497)
H (6.796, 2.949, -2.312)
H (5.241, 4.711, -1.851)
H (6.703, 4.986, -0.938)
H (5.809, 3.043, 1.389)
H (4.700, 4.198, 2.080)
H (6.869, 4.662, 2.928)
H (6.318, 6.015, 1.923)
H (7.712, 6.839, 0.574)
H (8.992, 5.871, -0.173)
H (9.167, 6.395, 1.513)
C (7.930, -6.884, -2.516)
O (7.058, -6.386, -3.509)
C (6.539, -7.353, -4.404)
C (5.044, -7.224, -4.599)
O (4.237, -7.549, -3.480)
C (4.272, -6.729, -2.326)
C (3.714, -5.332, -2.483)
O (4.513, -4.511, -3.313)
C (3.800, -3.830, -4.325)
H (8.971, -6.833, -2.853)
H (7.819, -6.257, -1.631)
H (7.686, -7.912, -2.236)
H (6.776, -8.369, -4.073)
H (7.016, -7.193, -5.379)
H (4.761, -7.953, -5.363)
H (4.781, -6.243, -5.000)
H (5.273, -6.706, -1.891)
H (3.635, -7.242, -1.601)
H (3.672, -4.868, -1.490)
H (2.691, -5.391, -2.869)
H (2.942, -4.410, -4.679)
H (4.477, -3.676, -5.167)
H (3.457, -2.853, -3.971)

(6)
C20H28LaN as an isolated structure in a non-equilibrium geometry. Source: the Open Molecules 2025 dataset; level of theory: ωB97M-V with the def2-TZVPD basis set.

Its HOMO energy is -14.70 eV. For the largest force on an atom, the calculation gives 4.34 eV/Å. As for the molecular weight: 421.36 g mol⁻¹. The LUMO energy comes out at -6.926 eV. For the frontier orbital gap, the calculation gives 7.77 eV. Its net charge is +2.

Cartesian coordinates (Å):
C (-0.891, -1.766, -2.710)
H (-1.738, -2.152, -3.288)
H (-0.485, -0.933, -3.318)
H (-1.383, -1.365, -1.763)
C (0.137, -2.870, -2.449)
H (1.093, -2.457, -2.071)
H (-0.247, -3.528, -1.658)
C (0.439, -3.733, -3.683)
H (1.140, -4.534, -3.430)
H (-0.472, -4.204, -4.067)
H (0.886, -3.152, -4.498)
C (1.566, 1.738, 0.398)
C (2.550, 0.901, -0.225)
C (2.368, 0.995, -1.644)
C (1.272, 1.892, -1.893)
C (0.785, 2.362, -0.630)
C (-0.341, 3.308, -0.398)
C (0.699, 2.207, -3.228)
C (3.136, 0.251, -2.679)
C (3.575, 0.101, 0.498)
C (1.425, 1.964, 1.864)
La (0.293, -0.164, -0.739)
H (-0.286, 2.683, -3.144)
H (1.347, 2.899, -3.788)
H (0.578, 1.311, -3.856)
H (-1.022, 3.337, -1.255)
H (-0.925, 3.036, 0.493)
H (0.045, 4.327, -0.237)
H (1.747, 1.091, 2.454)
H (2.050, 2.820, 2.178)
H (0.388, 2.192, 2.162)
H (3.950, -0.730, -0.109)
H (4.427, 0.754, 0.744)
H (3.196, -0.312, 1.444)
H (2.496, -0.204, -3.450)
H (3.829, 0.925, -3.205)
H (3.736, -0.556, -2.241)
N (-0.986, -0.318, 1.228)
C (-1.629, -0.388, 2.219)
C (-2.474, -0.543, 3.325)
C (-2.608, 0.500, 4.272)
C (-3.526, 0.359, 5.312)
C (-4.291, -0.811, 5.412)
C (-4.142, -1.857, 4.492)
C (-3.225, -1.732, 3.448)
H (-1.999, 1.402, 4.169)
H (-3.641, 1.172, 6.037)
H (-5.018, -0.911, 6.223)
H (-4.735, -2.773, 4.573)
H (-3.088, -2.533, 2.718)